Entry 1:
Computed, not measured: one molecule with the formula C20H22ClFN4O2, with wB97M-V/def2-TZVPD.

As for the spin multiplicity: 1. The total charge is 0. The value obtained for the HOMO-LUMO gap is 9.5242 eV. Its SMILES is CN(Cc1ccccn1)C(=O)C[C@@H]1C(=O)NCCN1Cc1ccc(F)cc1Cl. Its LUMO energy is 0.7 eV.

Each atom is followed by the atoms it is bonded to, with distances in Å.
CARTESIAN COORDINATES (ANGSTROEM)
1 C 0.3724 -2.4960 2.6542  N2 1.445, H29 1.094, H30 1.087, H31 1.091
2 N 0.7396 -1.1052 2.7883  C1 1.445, C3 1.457, C10 1.345
3 C 0.0796 -0.4043 3.8816  N2 1.457, C4 1.507, H32 1.092, H33 1.092
4 C -1.2916 0.0684 3.4725  C3 1.507, C5 1.391, N9 1.327
5 C -1.5050 1.3774 3.0517  C4 1.391, C6 1.385, H34 1.079
6 C -2.7848 1.7535 2.6798  C5 1.385, C7 1.387, H35 1.080
7 C -3.8004 0.8096 2.7279  C6 1.387, C8 1.386, H36 1.079
8 C -3.4795 -0.4744 3.1401  C7 1.386, N9 1.321, H37 1.082
9 N -2.2624 -0.8363 3.5058  C4 1.327, C8 1.321
10 C 1.6163 -0.4192 2.0329  N2 1.345, O11 1.225, C12 1.520
11 O 1.7882 0.7832 2.1901  C10 1.225
12 C 2.4045 -1.1919 0.9885  C10 1.520, C13 1.549, H38 1.089, H39 1.091
13 C 1.6703 -1.3448 -0.3674  C12 1.549, C14 1.530, N19 1.453, H40 1.106
14 C 1.8908 -2.7846 -0.8359  C13 1.530, O15 1.219, N16 1.339
15 O 1.5550 -3.7169 -0.1259  C14 1.219
16 N 2.4539 -2.9869 -2.0343  C14 1.339, C17 1.441, H41 1.010
17 C 2.8550 -1.9377 -2.9371  N16 1.441, C18 1.523, H42 1.092, H43 1.097
18 C 1.9661 -0.7281 -2.6819  C17 1.523, N19 1.446, H44 1.090, H45 1.104
19 N 2.1406 -0.3361 -1.3008  C13 1.453, C18 1.446, C20 1.460
20 C 1.6916 1.0225 -1.0109  N19 1.460, C21 1.510, H46 1.091, H47 1.092
21 C 0.2292 1.2602 -1.3049  C20 1.510, C22 1.393, C27 1.395
22 C -0.7321 0.9140 -0.3584  C21 1.393, C23 1.383, H48 1.078
23 C -2.0870 1.0114 -0.6169  C22 1.383, C24 1.382, H49 1.078
24 C -2.4898 1.4922 -1.8479  C23 1.382, F25 1.347, C26 1.382
25 F -3.8048 1.5964 -2.1215  C24 1.347
26 C -1.5763 1.8919 -2.8044  C24 1.382, C27 1.386, H50 1.078
27 C -0.2252 1.7678 -2.5221  C21 1.395, C26 1.386, Cl28 1.731
28 Cl 0.8817 2.3206 -3.7327  C27 1.731
29 H 0.8498 -3.0883 3.4405  C1 1.094
30 H 0.6519 -2.9067 1.6880  C1 1.087
31 H -0.7099 -2.5734 2.7717  C1 1.091
32 H -0.0066 -1.0938 4.7245  C3 1.092
33 H 0.7021 0.4512 4.1522  C3 1.092
34 H -0.6824 2.0743 3.0180  C5 1.079
35 H -2.9868 2.7638 2.3546  C6 1.080
36 H -4.8118 1.0619 2.4492  C7 1.079
37 H -4.2293 -1.2537 3.1860  C8 1.082
38 H 2.6646 -2.1752 1.3788  C12 1.089
39 H 3.3243 -0.6354 0.8008  C12 1.091
40 H 0.5776 -1.2741 -0.2081  C13 1.106
41 H 2.6189 -3.9496 -2.2916  N16 1.010
42 H 2.7467 -2.2871 -3.9664  C17 1.092
43 H 3.9023 -1.6624 -2.7630  C17 1.097
44 H 2.2818 0.0955 -3.3215  C18 1.090
45 H 0.9204 -0.9850 -2.9267  C18 1.104
46 H 1.8873 1.2254 0.0428  C20 1.091
47 H 2.3082 1.6937 -1.6127  C20 1.092
48 H -0.4096 0.5885 0.6179  C22 1.078
49 H -2.8199 0.7291 0.1213  C23 1.078
50 H -1.9150 2.2917 -3.7467  C26 1.078

Entry 2:
Computed, not measured: one molecule with the formula C17H11ClN2O6 at a distorted geometry, with wB97M-V/def2-TZVPD.

As for the spin multiplicity: 1. The total charge is 0. The value obtained for the HOMO-LUMO gap is 8.1447 eV. Its SMILES is O=C(O)c1cc(-c2ccc(OCc3ccc(Cl)cc3)c([N+](=O)[O-])c2)on1. Its LUMO energy is -1.0 eV.

Each atom is followed by the atoms it is bonded to, with distances in Å.
CARTESIAN COORDINATES (ANGSTROEM)
1 O -7.8758 -1.2746 0.4205  C2 1.208
2 C -6.9540 -0.6266 -0.0141  O1 1.208, O3 1.350, C4 1.478
3 O -7.0651 0.6335 -0.4850  C2 1.350, H27 0.966
4 C -5.5938 -1.2050 0.0178  C2 1.478, C5 1.364, N26 1.430
5 C -4.4278 -0.5625 -0.2786  C4 1.364, C6 1.452, H28 1.064
6 C -3.3219 -1.4990 -0.1954  C5 1.452, C7 1.493, O25 1.239
7 C -1.8727 -1.2730 -0.4735  C6 1.493, C8 1.400, C24 1.407
8 C -1.0001 -2.3568 -0.3228  C7 1.400, C9 1.403, H29 1.075
9 C 0.3732 -2.2098 -0.5680  C8 1.403, C10 1.423, H30 1.098
10 C 0.9376 -0.9356 -0.8556  C9 1.423, O11 1.363, C20 1.417
11 O 2.2994 -0.8745 -0.8628  C10 1.363, C12 1.445
12 C 2.7964 -0.9062 0.4936  O11 1.445, C13 1.517, H31 1.135, H32 1.083
13 C 3.6251 0.3419 0.7307  C12 1.517, C14 1.408, C19 1.392
14 C 4.9799 0.4091 0.3530  C13 1.408, C15 1.418, H33 1.106
15 C 5.6905 1.6242 0.5260  C14 1.418, C16 1.396, H34 1.083
16 C 5.0388 2.7484 1.0356  C15 1.396, Cl17 1.724, C18 1.393
17 Cl 5.8072 4.2841 1.1869  C16 1.724
18 C 3.6871 2.6663 1.3627  C16 1.393, C19 1.386, H35 1.091
19 C 2.9942 1.4715 1.2430  C13 1.392, C18 1.386, H36 1.117
20 C 0.0834 0.1697 -1.0936  C10 1.417, N21 1.389, C24 1.439
21 N 0.5588 1.4107 -1.4980  C20 1.389, O22 1.229, O23 1.231
22 O 1.4848 1.4253 -2.3058  N21 1.229
23 O -0.0116 2.4040 -1.0481  N21 1.231
24 C -1.3182 -0.0327 -0.8400  C7 1.407, C20 1.439, H37 1.090
25 O -3.7265 -2.5717 0.2747  C6 1.239, N26 1.455
26 N -5.1627 -2.4836 0.4902  C4 1.430, O25 1.455
27 H -8.0142 0.8007 -0.4151  O3 0.966
28 H -4.3124 0.4472 -0.5946  C5 1.064
29 H -1.3784 -3.3040 0.0160  C8 1.075
30 H 1.0682 -3.0532 -0.4588  C9 1.098
31 H 1.9473 -0.9670 1.2448  C12 1.135
32 H 3.3634 -1.8176 0.6394  C12 1.083
33 H 5.4910 -0.4571 -0.1067  C14 1.106
34 H 6.7029 1.7104 0.1499  C15 1.083
35 H 3.2099 3.5895 1.6941  C18 1.091
36 H 1.9172 1.4895 1.5389  C19 1.117
37 H -2.0211 0.7846 -1.0016  C24 1.090

Entry 3:
Computed, not measured: one molecule with the formula C4H6N2 at a distorted geometry, with wB97M-V/def2-TZVPD.

As for the spin multiplicity: 1. The total charge is 0. The value obtained for the HOMO-LUMO gap is 9.1291 eV. Its SMILES is C=C1CN=CN1. Its LUMO energy is 0.9 eV.

Each atom is followed by the atoms it is bonded to, with distances in Å.
CARTESIAN COORDINATES (ANGSTROEM)
1 C 1.8688 -0.0453 0.0061  C2 1.348, H7 1.095, H8 1.091
2 C 0.5214 -0.0261 0.0412  C1 1.348, C3 1.539, N6 1.389
3 C -0.4313 1.1820 0.0429  C2 1.539, N4 1.494, H9 1.085, H10 1.089
4 N -1.8022 0.5918 -0.0330  C3 1.494, C5 1.265
5 C -1.6441 -0.6625 0.0193  N4 1.265, N6 1.387, H11 1.095
6 N -0.3369 -1.1159 0.1103  C2 1.389, C5 1.387, H12 1.072
7 H 2.4727 0.8670 -0.0420  C1 1.095
8 H 2.4521 -0.9667 -0.0239  C1 1.091
9 H -0.2326 1.8419 -0.7953  C3 1.085
10 H -0.3693 1.7989 0.9386  C3 1.089
11 H -2.4619 -1.3904 -0.0016  C5 1.095
12 H -0.0366 -2.0747 -0.2628  N6 1.072